w | C21H26N4O5 | wB97M-V/def2-TZVPD

The highest occupied orbital energy comes out at -8.58 eV. As for the SMILES: COCCNC(=O)CN(C(=O)CCC(=O)Nc1ccccn1)c1ccccc1OC.

Structure (ORCA input):
```
! RIJCOSX wB97M-V def2-TZVPD def2/J DEFGRID3
* xyz 0 1
C -2.953 -3.397 -0.038
O -3.231 -2.117 0.465
C -4.545 -1.683 0.209
C -4.720 -0.269 0.756
N -3.890 0.669 0.043
C -3.129 1.589 0.656
O -3.153 1.833 1.844
C -2.253 2.375 -0.336
N -1.182 1.571 -0.909
C -1.442 0.752 -1.944
O -2.557 0.658 -2.437
C -0.264 -0.027 -2.506
C -0.102 -1.378 -1.784
C 1.053 -1.524 -0.806
O 0.951 -2.193 0.199
N 2.213 -0.923 -1.196
C 3.401 -0.773 -0.490
C 3.669 -1.393 0.729
C 4.885 -1.128 1.330
C 5.785 -0.274 0.706
C 5.422 0.273 -0.512
N 4.263 0.034 -1.099
C 0.041 1.569 -0.180
C 1.081 2.412 -0.528
C 2.239 2.438 0.231
C 2.335 1.632 1.351
C 1.300 0.789 1.714
C 0.139 0.735 0.948
O -0.926 -0.052 1.175
C -0.933 -0.887 2.312
H -3.096 -3.438 -1.126
H -1.912 -3.604 0.203
H -3.597 -4.156 0.426
H -5.271 -2.358 0.690
H -4.740 -1.687 -0.876
H -5.776 0.014 0.666
H -4.429 -0.229 1.809
H -3.755 0.524 -0.953
H -1.803 3.220 0.187
H -2.882 2.733 -1.156
H 0.633 0.587 -2.445
H -0.493 -0.207 -3.558
H -1.010 -1.610 -1.223
H 0.034 -2.173 -2.522
H 2.235 -0.422 -2.074
H 2.944 -2.051 1.175
H 5.131 -1.585 2.278
H 6.740 -0.046 1.151
H 6.084 0.937 -1.052
H 0.974 3.050 -1.394
H 3.054 3.088 -0.046
H 3.231 1.656 1.954
H 1.400 0.171 2.591
H -1.880 -1.417 2.259
H -0.883 -0.297 3.232
H -0.109 -1.603 2.269
*
```

x | C21H26N4O5 | wB97M-V/def2-TZVPD

The highest occupied orbital energy comes out at -7.90 eV. As for the SMILES: COc1ccc(NC(=O)c2ccc(NCCCN3CCOCC3)c([N+](=O)[O-])c2)cc1.

Structure (ORCA input):
```
! RIJCOSX wB97M-V def2-TZVPD def2/J DEFGRID3
* xyz 0 1
C 6.640 -5.394 -4.739
O 5.458 -5.870 -4.144
C 4.642 -4.977 -3.514
C 3.483 -5.507 -2.945
C 2.593 -4.690 -2.286
C 2.833 -3.320 -2.175
N 1.895 -2.545 -1.482
C 1.876 -1.194 -1.290
O 2.697 -0.421 -1.738
C 0.724 -0.723 -0.468
C 0.151 -1.472 0.571
C -0.872 -0.965 1.325
C -1.418 0.323 1.101
N -2.418 0.786 1.859
C -3.034 0.038 2.927
C -4.187 0.826 3.540
C -3.712 2.111 4.222
N -3.386 3.144 3.250
C -4.569 3.892 2.845
C -4.190 4.943 1.802
O -3.222 5.831 2.313
C -2.067 5.113 2.670
C -2.379 4.072 3.747
C -0.837 1.065 0.034
N -1.305 2.343 -0.350
O -0.754 2.917 -1.269
O -2.261 2.829 0.251
C 0.226 0.541 -0.704
C 3.986 -2.792 -2.741
C 4.881 -3.612 -3.405
H 7.309 -4.943 -3.999
H 7.123 -6.267 -5.175
H 6.427 -4.666 -5.529
H 3.304 -6.566 -3.034
H 1.699 -5.116 -1.850
H 1.108 -3.069 -1.127
H 0.541 -2.449 0.819
H -1.269 -1.563 2.129
H -2.706 1.763 1.770
H -3.417 -0.913 2.535
H -2.296 -0.190 3.710
H -4.680 0.193 4.279
H -4.912 1.066 2.763
H -4.483 2.459 4.929
H -2.813 1.887 4.803
H -5.301 3.206 2.415
H -5.028 4.397 3.715
H -5.057 5.548 1.537
H -3.797 4.438 0.910
H -1.346 5.842 3.041
H -1.660 4.605 1.786
H -1.471 3.513 3.985
H -2.727 4.591 4.657
H 0.660 1.145 -1.487
H 4.179 -1.735 -2.665
H 5.765 -3.166 -3.832
*
```

Which one is most stable, and which one is least stable? w is the most stable of them, while x is the least stable.

w | C5H14O3 | wB97M-V/def2-TZVPD

The highest occupied orbital energy comes out at -8.53 eV. As for the SMILES: C=C/C=C/C.O.O.O.

Structure (ORCA input):
```
! RIJCOSX wB97M-V def2-TZVPD def2/J DEFGRID3
* xyz 0 1
C 2.156 -2.915 0.544
C 2.405 -2.312 -0.620
C 1.481 -1.287 -1.198
C 0.213 -1.138 -0.828
C -0.742 -0.112 -1.395
H 2.814 -3.733 0.832
H 1.460 -2.680 1.335
H 3.293 -2.620 -1.150
H 1.884 -0.824 -2.092
H -0.099 -1.716 0.034
H -1.672 0.029 -0.855
H -0.953 -0.335 -2.436
H -0.176 0.817 -1.311
O -2.147 2.785 1.140
H -2.534 3.653 1.003
H -2.313 2.559 2.049
O -1.778 -0.014 3.062
H -2.021 -0.285 2.194
H -1.062 -0.613 3.293
O 0.193 3.396 -1.368
H -0.582 3.006 -0.952
H 0.178 4.340 -1.280
*
```

x | C5H14O3 | wB97M-V/def2-TZVPD

The highest occupied orbital energy comes out at -9.38 eV. As for the SMILES: C=CCC=C.O.O.O.

Structure (ORCA input):
```
! RIJCOSX wB97M-V def2-TZVPD def2/J DEFGRID3
* xyz 0 1
C -1.347 0.673 2.479
C -0.529 -0.150 1.855
C 0.230 0.173 0.509
C -0.381 1.431 -0.047
C -1.399 1.616 -0.869
H -1.970 0.581 3.357
H -1.472 1.629 1.981
H -0.278 -1.197 2.005
H 1.279 0.039 0.731
H -0.144 -0.535 -0.231
H 0.133 2.332 0.278
H -1.742 2.620 -1.104
H -1.802 0.934 -1.617
O -0.424 -2.954 -0.415
H -0.299 -2.333 -1.134
H -1.136 -2.708 0.179
O 1.523 2.360 -1.572
H 2.440 2.059 -1.614
H 1.154 1.997 -2.383
O 2.404 -2.912 -0.919
H 2.041 -2.074 -0.628
H 1.720 -3.582 -0.841
*
```

Which one is most stable, and which one is least stable? w is the most stable of them, while x is the least stable.

w | C3H8O2S2 | wB97M-V/def2-TZVPD

The highest occupied orbital energy comes out at -8.56 eV. As for the SMILES: O=CCCSS.O.

Structure (ORCA input):
```
! RIJCOSX wB97M-V def2-TZVPD def2/J DEFGRID3
* xyz 0 1
O 1.412 -2.824 -0.418
C 0.798 -2.217 0.416
C -0.057 -0.998 0.098
C -0.980 -0.676 1.282
S -2.249 0.534 0.878
S -0.983 2.208 1.001
H 0.774 -2.534 1.473
H 0.567 -0.118 -0.074
H -0.592 -1.194 -0.827
H -1.540 -1.545 1.641
H -0.364 -0.409 2.145
H -1.700 3.142 0.363
O 1.686 2.555 -2.485
H 0.945 1.940 -2.351
H 2.283 2.136 -3.143
*
```

x | C3H8O2S2 | wB97M-V/def2-TZVPD

The highest occupied orbital energy (alpha / beta) comes out at -6.94 / -6.93 eV.

Structure (ORCA input):
```
! RIJCOSX wB97M-V def2-TZVPD def2/J DEFGRID3
* xyz 0 1
C -1.618 0.413 0.770
C -1.000 -0.135 -0.502
C 0.138 -1.198 -0.290
O -0.387 0.953 -1.119
O -0.182 -2.311 0.349
S 1.742 -0.757 -0.587
S 4.139 0.562 -0.074
H -1.859 -0.467 1.539
H -0.877 0.957 1.158
H -2.400 1.050 0.613
H -1.604 -0.797 -1.119
H -1.014 1.419 -1.577
H 0.608 -2.865 0.233
H 1.442 0.490 -0.743
H 4.662 -0.617 0.581
*
```

Which one is most stable, and which one is least stable? w is the most stable of them, while x is the least stable.